1.
20
Properties=species:S:1:pos:R:3:forces:R:3:nbo_charge:R:1 method="wB97M-V/def2-TZVPD" homo_energy_ev="-6.64 / -7.07" fmax_ev_per_a=3.66 multiplicity=1 total_charge=0
H -1.29828 2.11761 -2.21441 -0.52 -0.57 1.29 0.228
H 1.65547 0.78461 1.09239 0.95 -0.50 -0.11 0.170
O 1.37772 -0.87559 2.23893 -1.17 -0.52 0.79 -0.660
C -0.87838 -1.02616 0.09512 1.77 0.05 -1.48 0.534
H -0.88013 2.98721 -0.81781 0.81 1.51 1.07 0.212
H -2.45398 -1.98579 0.22010 0.20 -0.32 0.33 0.485
H -0.86444 0.59189 1.47063 0.12 0.50 0.79 0.211
C -0.48335 0.77292 -0.64581 0.05 1.81 -2.73 0.110
C 1.66328 -1.17662 -0.01931 -0.34 1.78 -1.44 0.059
O 2.41963 -0.83555 -1.14912 -0.80 -0.52 1.47 -0.668
H -2.32914 1.86931 -0.55278 1.80 1.00 -1.59 0.215
C 1.20025 -0.22247 1.04404 0.89 3.07 -1.52 0.014
O -1.55381 -2.03499 0.60559 -1.59 -0.43 0.08 -0.686
H 1.55224 -2.16324 0.28454 0.59 -1.82 -0.15 0.167
H 0.37984 0.75884 -1.34237 -0.02 -0.30 0.71 0.181
O -1.33136 -0.33438 -1.00153 -0.92 -1.00 -0.41 -0.516
H 2.65597 0.07625 -0.97378 0.31 0.36 -0.34 0.469
C -1.28966 2.06893 -1.08357 -1.78 -3.08 0.84 -0.620
C -0.23037 0.14706 0.71639 -0.44 0.05 0.83 -0.362
H 0.68852 -1.51982 2.03276 0.08 -1.07 1.56 0.458

2.
20
Properties=species:S:1:pos:R:3:forces:R:3:nbo_charge:R:1 method="wB97M-V/def2-TZVPD" homo_energy_ev=-9.90 fmax_ev_per_a=2.71 multiplicity=1 total_charge=0
H -1.71138 -1.76513 -0.59345 0.35 0.12 -0.40 0.491
H -0.94080 -0.00125 2.53791 0.72 0.00 -0.18 0.207
O 0.06303 2.29220 1.74755 0.31 -0.93 -0.54 -0.707
H 1.61878 0.95115 1.77155 -0.92 -0.13 -0.14 0.207
O -1.31162 -0.23895 0.57875 1.88 1.44 -1.31 -0.565
H -1.36852 1.03667 -1.07782 0.39 -0.04 0.11 0.213
C 1.04823 -1.28727 -1.03472 -0.87 0.13 1.14 -0.083
H 0.85088 -1.98095 -0.18160 0.29 0.07 -0.75 0.167
H -0.19046 -0.47617 -2.61159 -0.33 -0.19 0.38 0.189
H 0.20172 -1.08087 1.70205 0.47 -0.42 0.10 0.186
O -1.32680 -1.81611 -1.49022 0.31 0.19 -0.35 -0.715
H -0.88852 2.25941 1.61025 -0.13 0.08 -0.03 0.467
H 1.06363 1.80527 -0.67920 0.11 0.83 -0.30 0.206
C -0.32080 -0.14406 1.63036 -1.43 0.17 0.73 -0.112
O 1.67504 -0.11633 -0.52885 1.07 -0.34 -0.28 -0.526
C 0.76976 0.89179 -0.21747 -2.47 -0.73 0.85 0.052
C -0.31303 -0.81743 -1.56752 -0.27 -0.76 -0.08 0.041
C -0.63755 0.33708 -0.65560 -0.49 0.21 1.03 0.037
H 1.69164 -1.70947 -1.78488 0.23 -0.37 -0.16 0.201
C 0.59936 1.01903 1.31977 0.78 0.65 0.18 0.047

3.
23
Properties=species:S:1:pos:R:3:forces:R:3:nbo_charge:R:1 method="wB97M-V/def2-TZVPD" homo_energy_ev=-8.89 fmax_ev_per_a=4.51 multiplicity=1 total_charge=0
H 2.36531 0.69940 -2.69721 -1.30 1.26 1.35 0.247
H 3.16883 1.65844 -1.48287 0.59 -0.31 0.48 0.228
S -2.61878 0.05490 -1.20497 -1.06 -2.40 1.60 0.652
H -3.56053 0.33579 1.31893 0.46 -1.75 -2.29 0.267
O 0.00446 0.97806 -0.72684 0.24 0.10 0.08 -0.758
H -1.36143 -1.75715 1.57666 0.54 -1.33 -1.10 0.270
O -0.17732 2.91866 0.89173 0.30 -0.31 -0.21 -0.944
H 2.75575 1.30516 1.15670 -0.72 -0.80 -0.30 0.232
C 2.17337 1.37397 -1.78364 -0.37 2.05 0.70 -0.663
O -1.26687 0.79217 1.43608 0.50 1.01 -1.41 -1.001
S -0.92448 1.79968 0.39999 0.36 0.05 1.16 2.551
H 1.08238 0.73761 1.51973 -1.64 0.09 1.73 0.243
H -4.45430 -0.93727 0.35403 -1.93 -1.34 -0.74 0.216
C -2.30008 -1.02879 -0.00631 -0.31 0.02 -1.54 -0.020
C -1.31848 -2.02318 0.47163 0.56 1.10 -0.53 -0.721
H 1.70872 2.44665 -1.81990 0.53 -1.93 -1.34 0.242
C 1.85481 0.71663 0.84893 2.75 1.90 -1.70 -0.520
H -1.61247 -3.07292 0.09574 0.47 1.57 1.04 0.265
O -2.03463 2.16634 -0.47334 -0.02 0.15 0.43 -0.967
C 1.40439 0.84057 -0.57555 -0.12 -1.30 0.16 0.230
S 2.02891 -0.81732 -0.00796 0.06 -0.67 -0.43 0.064
C -3.53948 -0.47770 0.43001 1.37 3.85 1.90 -0.396
H -0.32234 -1.66868 0.01529 -1.25 -1.00 0.94 0.284

4.
18
Properties=species:S:1:pos:R:3:forces:R:3:nbo_charge:R:1 method="wB97M-V/def2-TZVPD" homo_energy_ev=-8.42 fmax_ev_per_a=4.85 multiplicity=1 total_charge=0
C -1.80926 0.28441 -0.31450 0.60 -0.04 -0.32 -0.188
O 0.54485 0.07194 2.68415 0.32 -3.30 -2.90 -0.850
H -2.82333 0.43811 -0.72092 0.66 -0.27 -0.08 0.208
H 0.77707 -0.90537 2.14139 -0.94 4.18 1.89 0.483
H 1.59620 1.62637 -0.73598 -0.05 -1.44 0.31 0.226
H 2.76106 0.33425 -0.37959 -1.34 -0.62 0.34 0.242
H -2.06560 0.03310 1.98021 0.21 -0.51 -0.42 0.252
H -0.88283 -0.04134 -2.23463 -0.38 0.23 0.99 0.220
C 1.78658 0.51236 -0.90122 2.36 4.05 -1.24 -0.670
H 2.21695 0.64332 -1.93591 -0.97 -0.89 0.29 0.226
C 0.68546 -1.63582 -0.62906 1.49 -1.35 1.49 -0.414
C -1.71605 0.67286 1.16627 0.52 0.36 -0.73 -0.611
H -2.40932 1.51278 1.20503 0.26 0.45 0.41 0.232
H -0.13357 -2.35950 -0.62266 -0.11 0.66 -0.13 0.204
S -0.00690 1.22303 1.55736 -0.37 -0.76 1.36 0.527
C -0.75272 0.04103 -1.12623 -2.96 1.35 -0.91 -0.213
C 0.58126 -0.30362 -0.74619 1.28 -2.81 0.10 -0.062
H 1.65016 -2.14790 -0.38751 -0.56 0.72 -0.47 0.190